A structure of composition C36H51BrN7O2SSi2Ti in a non-equilibrium geometry. Source: the Open Molecules 2025 dataset; level of theory: ωB97M-V/def2-TZVPD.

Computed properties:
charge: +1
DFT total energy: -172435.38983 eV
lowest unoccupied orbital energy: -3.134 eV
2S+1: 1
orbital gap: 0.239 Eh

Last column: Löwdin charge in e.
Positions of all 101 atoms, in Å:
1 Ti 0.643 0.166 -0.067  1.0517
2 Br 3.667 6.944 0.457  0.7515
3 C 2.633 5.348 0.391  -0.6728
4 C 1.403 5.321 1.060  -0.0960
5 C 0.645 4.183 1.041  0.0048
6 C 1.077 3.006 0.379  -0.3222
7 O 0.347 1.948 0.421  -0.1675
8 C 2.303 3.078 -0.365  -0.1348
9 C 2.572 2.079 -1.346  0.0038
10 N 1.951 0.946 -1.395  -0.0033
11 C 1.704 0.353 -2.640  -0.2104
12 C 2.593 -0.102 -3.577  0.0161
13 C 2.115 -0.502 -4.839  -0.0573
14 C 0.806 -0.326 -5.201  -0.0205
15 C -0.131 0.178 -4.270  -0.1411
16 C -1.477 0.501 -4.547  0.0243
17 C -2.285 0.932 -3.527  -0.0237
18 C -1.780 0.994 -2.216  -0.1005
19 N -0.521 0.756 -1.938  0.0653
20 C 0.310 0.412 -2.948  -0.1643
21 C 3.070 4.258 -0.322  -0.0790
22 H 1.065 6.198 1.591  0.1099
23 H -0.297 4.148 1.570  0.1230
24 H 3.200 2.382 -2.195  0.1618
25 H 3.650 -0.154 -3.361  0.1287
26 H 2.824 -0.905 -5.546  0.1153
27 H 0.470 -0.585 -6.192  0.1216
28 H -1.843 0.414 -5.560  0.1276
29 H -3.307 1.215 -3.716  0.1134
30 H -2.421 1.247 -1.380  0.0889
31 H 4.015 4.296 -0.848  0.1203
32 C 0.049 -3.238 -3.198  -0.1508
33 Si -0.385 -2.753 -1.385  0.5167
34 C -0.527 -4.352 -0.332  -0.1499
35 C -2.117 -1.950 -1.420  -0.1667
36 N 0.762 -1.643 -0.692  -0.1651
37 C 2.047 -2.068 -0.407  -0.3100
38 C 2.655 -3.189 -0.968  -0.0447
39 C 3.938 -3.564 -0.611  -0.0799
40 C 4.653 -2.801 0.295  -0.0809
41 C 4.076 -1.677 0.863  -0.0547
42 C 2.770 -1.301 0.552  -0.3009
43 N 2.084 -0.225 1.109  -0.1464
44 Si 2.830 0.609 2.455  0.5351
45 C 3.215 -0.707 3.806  -0.1509
46 C 1.664 1.869 3.290  -0.1396
47 C 4.366 1.608 1.847  -0.1436
48 H 0.310 -4.291 -3.259  0.0278
49 H 0.899 -2.666 -3.567  0.0095
50 H -0.778 -3.076 -3.884  0.0277
51 H -0.864 -5.186 -0.939  0.0293
52 H -1.234 -4.245 0.486  0.0201
53 H 0.432 -4.627 0.095  0.0196
54 H -2.876 -2.674 -1.140  0.0355
55 H -2.353 -1.609 -2.422  0.0168
56 H -2.195 -1.112 -0.734  -0.0433
57 H 2.107 -3.771 -1.692  0.0871
58 H 4.369 -4.455 -1.042  0.1057
59 H 5.660 -3.073 0.565  0.1048
60 H 4.655 -1.093 1.559  0.0851
61 H 2.605 -0.594 4.698  0.0172
62 H 4.250 -0.645 4.124  0.0301
63 H 3.054 -1.709 3.418  0.0248
64 H 0.664 1.837 2.875  -0.0105
65 H 1.604 1.701 4.361  0.0288
66 H 2.047 2.874 3.155  0.0316
67 H 4.729 1.233 0.891  0.0269
68 H 5.182 1.548 2.562  0.0332
69 H 4.134 2.664 1.714  0.0126
70 C -6.684 -2.501 -0.230  -0.0475
71 N -5.906 -1.285 -0.184  -0.2054
72 C -5.743 -0.639 -1.464  -0.0879
73 C -5.211 -0.884 0.897  -0.7440
74 S -4.008 0.260 0.777  0.7659
75 N -5.509 -1.491 2.096  -0.2347
76 C -6.865 -1.440 2.616  -0.0496
77 C -4.502 -1.430 3.131  -0.1166
78 H -6.407 -3.062 -1.124  0.0960
79 H -7.753 -2.277 -0.283  0.0968
80 H -6.481 -3.117 0.640  0.0906
81 H -6.716 -0.580 -1.957  0.0962
82 H -5.051 -1.207 -2.094  0.0886
83 H -5.345 0.365 -1.325  0.0382
84 H -7.584 -1.319 1.813  0.0800
85 H -6.976 -0.591 3.300  0.0987
86 H -7.078 -2.362 3.161  0.0975
87 H -3.520 -1.579 2.681  0.0592
88 H -4.692 -2.229 3.849  0.0946
89 H -4.512 -0.471 3.664  0.0803
90 C -1.092 -0.214 4.655  -0.0157
91 N -1.230 0.151 3.268  -0.1441
92 C -1.824 1.449 3.020  -0.0584
93 C -0.770 -0.592 2.285  -0.2557
94 O -0.846 -0.276 1.088  -0.1643
95 H -2.004 0.050 5.187  0.1023
96 H -0.256 0.332 5.101  0.0913
97 H -0.905 -1.282 4.753  0.1026
98 H -2.900 1.405 3.189  0.0668
99 H -1.655 1.739 1.980  0.0738
100 H -1.383 2.178 3.699  0.1029
101 H -0.343 -1.568 2.586  0.1789

=====

A structure of composition C38H49BrCeNO2P2 in a non-equilibrium geometry. Source: the Open Molecules 2025 dataset; level of theory: ωB97M-V/def2-TZVPD.

Computed properties:
charge: +1
DFT total energy: -147329.83905 eV
lowest unoccupied orbital energy (spin up / spin down): -4.313 / -3.694 eV
2S+1: 1
orbital gap (spin up / spin down): 0.208 / 0.231 Eh

Last column: Löwdin charge in e.
Positions of all 94 atoms, in Å:
1 Ce 0.687 0.622 0.918  1.1881
2 C 1.511 3.167 1.396  -0.1959
3 C 2.332 2.822 0.267  -0.1244
4 C 3.191 1.704 0.632  -0.1449
5 C 3.000 1.529 2.025  -0.1836
6 C 2.018 2.448 2.502  -0.1607
7 H 0.695 3.913 1.407  0.1030
8 H 2.363 3.295 -0.683  0.0968
9 H 3.824 1.120 -0.013  0.1076
10 H 3.445 0.810 2.684  0.1078
11 H 1.799 2.634 3.556  0.1330
12 C -2.571 4.219 -2.140  -0.1103
13 C -1.720 4.209 -0.877  -0.5406
14 C -0.284 4.710 -1.129  -0.1078
15 P -1.707 2.594 -0.043  1.1099
16 C -3.258 2.571 1.068  -0.5229
17 C -3.549 1.064 1.438  -0.1137
18 C -3.069 3.429 2.269  -0.1423
19 C -2.204 1.362 -1.307  -0.2991
20 C -3.523 1.393 -1.788  -0.0630
21 C -3.876 0.597 -2.894  -0.2624
22 C -5.216 0.797 -3.535  -0.0498
23 C -2.998 -0.382 -3.357  -0.0257
24 C -1.775 -0.579 -2.734  0.0007
25 C -1.328 0.375 -1.767  -0.2854
26 N -0.043 0.337 -1.224  -0.1497
27 C 1.013 -0.025 -2.044  -0.3430
28 C 0.987 0.446 -3.353  -0.0190
29 C 1.861 -0.052 -4.288  -0.0204
30 C 3.030 -0.691 -3.861  -0.2511
31 C 4.160 -0.940 -4.784  -0.0519
32 C 3.189 -1.083 -2.470  -0.0202
33 C 2.035 -0.940 -1.690  -0.3094
34 P 1.812 -1.971 -0.163  1.0971
35 C 3.505 -2.401 0.473  -0.5413
36 C 3.541 -2.391 1.983  -0.1279
37 C 3.956 -3.761 -0.111  -0.1167
38 C 0.808 -3.377 -0.899  -0.4747
39 C 0.515 -4.451 0.163  -0.0832
40 C 1.347 -3.962 -2.242  -0.0774
41 H -2.375 5.165 -2.637  0.0793
42 H -3.631 4.107 -1.862  0.0814
43 H -2.298 3.384 -2.834  0.0909
44 H -2.258 4.937 -0.245  0.1140
45 H 0.424 3.914 -1.394  0.0523
46 H 0.180 5.103 -0.230  0.0567
47 H -0.299 5.542 -1.898  0.1043
48 H -4.115 2.991 0.466  0.1171
49 H -2.664 0.443 1.162  0.0468
50 H -4.420 0.722 0.896  0.0720
51 H -3.696 0.986 2.570  0.0754
52 H -2.228 3.076 2.945  0.1020
53 H -4.005 3.425 2.858  0.0937
54 H -2.900 4.455 1.975  0.0603
55 H -4.220 2.068 -1.436  0.0709
56 H -5.820 1.542 -3.014  0.0776
57 H -5.782 -0.148 -3.553  0.0884
58 H -5.091 1.143 -4.585  0.0969
59 H -3.332 -0.996 -4.237  0.1398
60 H -1.060 -1.313 -3.130  0.1193
61 H 0.189 1.176 -3.639  0.1467
62 H 1.727 0.209 -5.340  0.1283
63 H 4.498 -0.055 -5.233  0.0651
64 H 3.933 -1.769 -5.490  0.1063
65 H 5.032 -1.207 -4.169  0.0834
66 H 4.051 -1.634 -2.132  0.0917
67 H 4.287 -1.632 0.171  0.1265
68 H 3.366 -3.420 2.338  0.0858
69 H 2.773 -1.761 2.469  0.0502
70 H 4.573 -2.025 2.340  0.1158
71 H 3.358 -4.648 0.078  0.0686
72 H 4.936 -3.901 0.345  0.0789
73 H 4.236 -3.623 -1.212  0.0903
74 H -0.136 -2.902 -1.206  0.1044
75 H 1.399 -4.706 0.732  0.0598
76 H 0.054 -5.245 -0.378  0.0728
77 H -0.224 -4.090 0.856  0.0688
78 H 1.414 -3.200 -3.033  0.0704
79 H 0.652 -4.736 -2.513  0.0740
80 H 2.369 -4.348 -2.139  0.0631
81 Br -3.372 -1.871 3.502  0.8818
82 C -1.890 -1.977 4.600  -0.6152
83 C -2.093 -2.579 5.879  -0.1134
84 C -1.158 -2.410 6.867  -0.0767
85 C -0.011 -1.633 6.677  -0.0749
86 C 0.215 -1.023 5.458  -0.0227
87 C -0.675 -1.266 4.389  -0.1537
88 C -0.367 -0.699 3.031  -0.5641
89 O -0.270 -1.442 1.963  -0.1250
90 O -0.408 0.580 2.939  -0.1236
91 H -2.996 -3.160 6.025  0.1012
92 H -1.214 -2.863 7.846  0.1114
93 H 0.705 -1.450 7.500  0.1206
94 H 1.134 -0.395 5.278  0.1386

=====

A cluster of 3 separate species, C5H12N2O in total in a non-equilibrium geometry. Source: the Open Molecules 2025 dataset; level of theory: ωB97M-V/def2-TZVPD.

Computed properties:
charge: 0
DFT total energy: -10403.94543 eV
lowest unoccupied orbital energy: 0.700 eV
2S+1: 1
orbital gap: 0.325 Eh

Last column: natural (NBO) charge in e.
Positions of all 20 atoms, in Å:
1 C 1.207 -0.264 -0.506  -0.4530
2 C -0.127 -0.103 -1.171  -0.1076
3 C -0.560 -1.070 -2.231  -0.6535
4 C 0.245 -0.515 0.610  0.1684
5 C -0.062 0.594 1.484  0.4113
6 N -0.066 1.806 0.996  -0.7781
7 N -0.362 0.298 2.798  -0.8227
8 O 0.218 -1.790 1.177  -0.7160
9 H -0.501 -2.302 0.790  0.4824
10 H -0.167 2.513 1.722  0.3426
11 H 0.302 2.242 -0.760  0.0702
12 H -0.270 -0.661 3.088  0.4091
13 H -0.871 0.967 3.350  0.3955
14 H 1.750 -1.152 -0.819  0.2272
15 H 1.834 0.621 -0.427  0.2321
16 H -0.821 0.696 -0.970  0.2547
17 H 0.256 2.083 -1.586  -0.1148
18 H 0.011 -0.915 -3.147  0.2261
19 H -0.402 -2.110 -1.926  0.2092
20 H -1.616 -0.939 -2.471  0.2170

=====

A cluster of 2 separate species, C3H10NO in total in a non-equilibrium geometry. Source: the Open Molecules 2025 dataset; level of theory: ωB97M-V/def2-TZVPD.

Computed properties:
charge: +1
DFT total energy: -6803.01763 eV
lowest unoccupied orbital energy: -4.913 eV
2S+1: 1
orbital gap: 0.376 Eh

Last column: natural (NBO) charge in e.
Positions of all 15 atoms, in Å:
1 C 2.338 0.051 0.007  -0.2394
2 O 1.378 -0.719 0.755  -0.7843
3 H 1.769 0.850 -0.448  0.1623
4 H 2.848 -0.579 -0.706  0.2024
5 H 3.013 0.543 0.703  0.1988
6 H 1.714 -1.325 1.423  0.5127
7 C -2.017 -0.795 -0.166  -0.4428
8 C -1.070 1.398 -0.671  0.1190
9 N -1.016 0.290 -0.055  -0.3970
10 H -3.016 -0.454 0.077  0.2472
11 H -1.970 -1.210 -1.172  0.2439
12 H -1.703 -1.553 0.546  0.2424
13 H -1.770 1.551 -1.484  0.2272
14 H -0.400 2.178 -0.329  0.2270
15 H -0.178 -0.001 0.508  0.4806